Record 1
The following is a DFT calculation (ωB97M-V with the def2-TZVPD basis set) of a structure of composition C22H35ClO2P2Ti in a non-equilibrium geometry.

Geometry as XYZ:
```
63
Properties=species:S:1:pos:R:3:forces:R:3
Ti -1.107 0.305 -3.152 1.227 -1.037 2.280
Cl -0.684 1.402 4.828 0.093 0.192 0.945
P 2.171 -2.669 -1.423 -2.531 2.043 -1.485
P -0.476 4.326 -1.597 0.181 -0.291 0.025
O -2.382 1.018 -1.608 0.235 -0.679 1.804
O -1.163 -0.789 -1.385 -0.702 0.200 1.781
C -1.005 1.103 3.187 -0.393 -0.173 -1.615
C 1.609 -2.293 0.234 0.719 -0.498 0.978
C -0.028 5.268 -3.102 -0.128 0.378 -0.269
C -2.509 0.318 1.459 0.851 0.116 0.160
C 0.125 -0.253 -5.737 0.061 0.505 -0.779
C 1.111 0.272 -2.264 -0.627 1.313 0.343
C 1.684 -1.105 -2.401 0.231 -1.618 -1.033
C -1.720 0.243 -0.835 -0.152 -0.871 -2.968
C -0.257 1.117 0.912 -0.142 -0.022 -0.019
C -2.117 1.860 -4.127 1.202 1.561 -1.153
C -2.860 -0.425 -5.235 -0.779 0.292 -0.491
C 3.802 -3.213 -1.904 0.907 -0.336 0.764
C -0.485 -1.044 -4.629 1.045 -0.675 0.287
C -1.471 0.539 0.563 -0.364 0.334 0.291
C -0.286 1.268 -5.791 0.283 -0.460 -0.029
C -0.729 1.844 -4.461 -0.677 1.925 -1.280
C -2.267 0.604 2.797 0.429 0.274 0.234
C 1.045 -3.934 -2.134 0.415 -0.049 0.236
C -0.007 1.398 2.235 -0.594 -0.051 0.704
C -3.133 1.100 -4.923 -0.845 -0.061 0.071
C -1.873 -1.101 -4.334 -1.195 -1.223 -0.454
C 1.238 4.215 -0.926 0.333 -0.127 0.363
H -3.829 -0.937 -5.139 0.196 0.153 -0.175
H 1.350 -4.163 -3.171 -0.176 0.231 0.411
H 3.796 -3.487 -2.966 -0.280 0.195 0.247
H 0.465 1.371 0.137 -0.204 -0.055 0.467
H 1.720 5.197 -1.091 0.032 -0.529 0.101
H -0.108 -0.694 -6.717 0.042 0.075 -0.127
H 1.864 3.399 -1.368 -0.500 0.611 0.192
H 4.134 -4.088 -1.333 -0.005 0.110 -0.094
H 0.127 -1.896 -4.353 -0.197 -0.184 -0.123
H -2.230 -1.961 -3.745 0.124 0.302 -0.444
H 1.172 4.050 0.162 0.137 -0.046 -0.340
H -2.557 -0.514 -6.295 -0.094 -0.001 0.384
H -3.273 1.633 -5.872 -0.138 -0.097 -0.085
H 1.549 1.063 -2.886 0.748 -0.364 0.547
H -0.120 2.622 -3.989 -0.131 -0.266 -0.268
H -2.455 2.745 -3.589 -0.159 -0.476 0.360
H -0.935 5.759 -3.481 0.280 -0.134 -0.088
H -1.116 1.400 -6.514 0.512 -0.033 0.220
H -3.439 -0.085 1.062 0.052 0.159 0.412
H 4.521 -2.404 -1.760 -0.027 -0.065 0.021
H 1.400 -3.177 0.860 0.220 0.354 -0.174
H -3.059 0.491 3.529 0.220 -0.093 0.082
H 1.102 -4.862 -1.547 -0.013 0.201 -0.121
H 2.492 -1.086 -3.147 -0.323 -0.138 -0.240
H 0.817 0.615 -1.274 0.547 -0.115 -0.362
H 0.586 1.836 -6.144 -0.317 -0.097 -0.080
H 0.924 1.879 2.518 -0.136 -0.149 0.192
H 0.842 -1.665 -2.816 0.318 -0.171 -0.420
H 0.682 6.047 -2.775 -0.181 -0.192 -0.422
H 0.412 4.658 -3.916 -0.140 0.336 0.476
H 0.693 -1.674 0.159 0.490 -0.271 -0.332
H 1.221 -0.306 -5.651 -0.199 -0.007 0.124
H -4.094 1.180 -4.380 0.399 -0.072 -0.253
H 2.429 -1.696 0.668 -0.490 -0.098 0.192
H 0.015 -3.554 -2.122 0.308 -0.039 0.029
```
Forces are in eV/Å.

Calculated values
Energy above the lowest of the compared OMol25 structures with the same formula, charge and spin, eV: 5.099
Kohn-Sham gap (alpha / beta), eV: 5.67 / 5.53
<S²>: 2.0091
Spin multiplicity: 3
F_max, eV Å⁻¹: 3.58
Calculated total energy, Ha: -3001.900920
Molecular weight, g mol⁻¹: 476.79

=====

Record 2
The following is a DFT calculation (ωB97M-V with the def2-TZVPD basis set) of a structure of composition C22H35MoNO2P2S2 in a non-equilibrium geometry.

Geometry as XYZ:
```
65
Properties=species:S:1:pos:R:3:forces:R:3
Mo -0.255 -0.267 -3.647 0.554 -2.824 2.410
S 1.180 -0.241 -0.850 1.198 -0.943 1.402
S -2.018 1.286 1.366 0.135 -0.721 -0.665
P 1.336 -3.980 -1.333 0.109 0.803 -2.159
P -0.408 2.795 -0.646 -0.769 -2.857 0.172
O -2.447 2.660 1.562 0.415 -1.362 -0.228
O -2.963 0.249 1.019 1.092 1.349 0.426
N -0.716 1.291 0.101 -2.107 1.993 -0.546
C -1.254 -1.109 -1.961 -1.483 0.291 -0.009
C 0.385 0.284 1.864 0.184 0.274 0.838
C -1.210 -1.674 -4.836 -0.264 -1.079 0.338
C -1.968 3.023 -1.483 -0.110 0.992 -0.298
C 2.768 -3.337 -2.314 -0.103 -0.538 0.543
C 0.610 -4.899 -2.735 0.229 0.261 0.597
C 1.363 0.102 4.080 -0.191 0.228 0.163
C -0.934 0.896 3.882 0.359 0.029 -0.206
C -2.453 0.535 -5.250 -0.822 -0.127 -0.779
C -2.166 -0.929 -5.705 -1.606 0.672 -0.968
C 1.552 1.064 -2.030 0.477 0.394 0.315
C 0.311 0.455 0.440 0.892 -0.092 0.055
C 0.464 0.261 -6.402 0.217 0.209 -0.735
C 1.472 -0.045 2.693 -0.427 -0.434 0.154
C -1.257 1.179 -4.639 -0.148 0.505 -1.274
C 0.994 -1.126 -6.042 1.171 -0.267 -0.374
C 0.185 0.589 4.682 -0.539 -0.202 -0.283
C -0.776 0.758 2.508 -0.503 0.214 0.628
C 0.228 -1.743 -4.914 -0.128 -0.934 -1.097
C 0.085 1.059 -5.172 0.001 2.845 -0.459
C 0.131 3.941 0.576 -0.053 0.865 -0.272
C 0.966 2.476 -1.798 0.509 0.561 -0.257
H -0.626 4.019 1.357 0.036 0.099 -0.089
H -3.145 -1.419 -5.642 0.271 -0.152 -0.091
H 3.582 -3.723 -1.674 0.337 0.449 -0.295
H 1.249 0.804 -6.954 -0.268 -0.138 0.270
H 1.792 3.087 -1.394 -0.339 -0.080 -0.190
H -2.773 3.089 -0.739 0.242 0.059 -0.151
H 2.837 -3.798 -3.316 -0.053 0.366 0.588
H 1.369 0.676 -3.088 0.832 0.751 0.842
H 0.762 1.881 -4.953 -0.107 0.351 -0.258
H 0.701 -5.885 -2.255 -0.450 -0.507 -0.367
H 0.091 0.699 5.767 0.253 -0.048 -0.460
H 2.367 -0.440 2.239 0.216 0.090 0.066
H -1.933 -0.944 -6.768 0.160 -0.104 0.022
H -2.833 1.123 -6.101 0.127 -0.155 0.041
H -1.718 -2.538 -4.397 0.385 0.193 0.284
H 1.030 -1.767 -6.940 -0.199 0.104 0.290
H 1.198 -4.871 -3.661 -0.264 0.031 0.413
H -1.892 1.278 4.275 0.725 -0.270 -0.013
H 1.083 3.601 0.999 -0.108 0.043 -0.159
H 0.251 4.903 0.060 0.167 0.024 0.388
H 2.849 -2.236 -2.386 -0.022 -0.490 0.348
H -0.370 0.174 -7.110 0.198 0.161 0.381
H 0.745 -2.550 -4.394 -0.196 -0.287 -0.150
H 2.643 1.144 -1.884 -0.416 0.129 -0.745
H 2.052 -1.037 -5.730 -0.249 0.042 -0.097
H -3.296 0.544 -4.535 0.450 -0.106 -0.070
H -0.669 -1.908 -1.483 -0.094 0.069 0.005
H -2.065 -1.552 -2.565 -0.058 0.053 0.734
H 2.216 -0.125 4.730 -0.364 0.042 -0.430
H -1.671 -0.378 -1.255 0.125 -0.672 0.163
H 0.711 2.926 -2.773 -0.017 -0.093 0.341
H -1.923 3.964 -2.046 -0.229 -0.121 0.016
H -2.180 2.193 -2.176 0.353 0.211 0.431
H -1.478 2.094 -4.096 0.197 0.107 0.155
H -0.447 -4.682 -2.942 0.073 -0.259 0.356
```
Forces are in eV/Å.

Calculated values
Energy above the lowest of the compared OMol25 structures with the same formula, charge and spin, eV: 6.496
Kohn-Sham gap (alpha / beta), eV: 3.55 / 3.17
<S²>: 2.2358
Spin multiplicity: 3
F_max, eV Å⁻¹: 3.75
Calculated total energy, Ha: -2610.869681
Molecular weight, g mol⁻¹: 567.55
Charge: +2

=====

Record 3
The following is a DFT calculation (ωB97M-V with the def2-TZVPD basis set) of a structure of composition C22H35N2PSn in a non-equilibrium geometry.

Geometry as XYZ:
```
61
Properties=species:S:1:pos:R:3:forces:R:3
Sn 0.768 0.246 0.230 -2.201 0.710 0.171
P 0.273 1.390 2.576 -0.632 1.079 -0.115
N 0.139 -4.556 -0.965 1.194 0.471 0.188
N 2.091 1.673 -1.067 1.172 0.001 -0.553
C 0.222 -5.330 -2.167 -0.384 0.002 -0.861
C -2.261 -0.711 0.648 -0.481 0.361 0.163
C -0.177 0.721 4.201 0.240 -0.509 -0.001
C -2.223 3.626 0.192 0.307 -0.121 0.092
C 3.499 1.221 -0.829 0.181 0.262 0.061
C -2.241 -3.181 -0.535 0.005 -0.050 0.204
C -1.050 -2.451 -0.462 -0.808 0.011 0.521
C -2.363 3.907 -1.165 -0.276 -0.108 0.213
C -3.452 -1.454 0.596 0.393 -0.079 0.012
C -0.607 1.911 -0.360 0.793 -0.751 0.830
C 1.428 2.749 2.958 0.421 -0.342 0.024
C -1.226 2.354 2.087 0.027 -0.380 0.316
C -1.330 2.626 0.602 -0.546 0.227 -0.483
C -0.679 2.235 -1.713 -0.792 0.716 -0.191
C 1.995 3.155 -0.880 0.151 0.255 0.231
C -3.439 -2.712 0.000 0.264 0.249 -0.196
C 0.415 -5.234 0.270 0.051 -0.584 0.770
C -1.071 -1.179 0.108 0.717 -0.538 0.089
C 0.220 1.657 -2.789 -0.217 -0.272 -0.668
C -1.631 3.193 -2.109 0.337 0.056 0.076
C 0.199 -3.100 -1.007 0.208 0.250 -0.841
C 1.681 1.303 -2.447 0.272 0.196 -0.093
H -1.779 3.403 -3.170 0.153 0.055 0.267
H 0.328 -2.817 -2.064 0.044 -0.116 0.322
H 1.523 3.639 -1.750 0.142 -0.278 0.439
H 1.096 -2.755 -0.454 -0.342 -0.272 -0.061
H -4.368 -1.054 1.032 0.282 -0.091 -0.113
H 1.140 -5.936 -2.189 -0.171 0.180 0.156
H 2.350 1.839 -3.148 -0.175 -0.331 0.257
H 0.848 -6.224 0.050 -0.219 0.427 0.149
H -2.204 -4.165 -0.993 -0.207 -0.007 -0.044
H -0.514 -5.391 0.848 0.215 0.142 -0.220
H 3.762 0.396 -1.507 -0.101 0.267 0.296
H -0.249 0.749 -3.205 0.073 0.274 0.098
H -0.930 -0.070 4.096 0.196 0.184 0.041
H 1.165 3.155 3.943 0.122 -0.059 -0.246
H -0.575 1.526 4.835 0.130 -0.161 -0.225
H 1.372 3.550 2.212 -0.014 -0.260 0.127
H 3.603 0.880 0.212 0.144 0.155 -0.322
H 2.644 -2.585 2.387 0.156 0.591 -0.528
H 0.726 0.300 4.662 -0.288 0.063 0.035
H -2.103 1.802 2.471 0.226 0.249 -0.136
H -1.165 3.295 2.658 -0.136 -0.267 -0.172
H 1.870 0.225 -2.580 -0.037 0.320 0.104
H 4.175 2.075 -0.993 -0.037 -0.613 -0.045
H 1.415 3.410 0.015 0.109 -0.094 -0.356
H 0.185 -4.673 -3.041 -0.002 -0.216 0.222
H 3.010 3.563 -0.762 -0.414 -0.062 -0.087
H 2.790 -2.033 1.874 -0.164 -0.603 0.531
H -2.801 4.158 0.955 0.204 -0.017 -0.409
H -4.343 -3.313 -0.070 0.203 0.133 0.039
H 1.109 -4.648 0.898 -0.359 -0.147 -0.338
H -3.051 4.695 -1.470 0.145 -0.286 -0.045
H 2.445 2.337 2.983 -0.100 0.331 0.128
H -2.297 0.265 1.137 -0.018 -0.328 -0.339
H 0.274 2.370 -3.632 -0.310 -0.306 0.425
H -0.630 -6.025 -2.215 0.154 0.031 0.090
```
Forces are in eV/Å.

Calculated values
Kohn-Sham gap (alpha / beta), eV: 6.53 / 4.48
F_max, eV Å⁻¹: 2.32
Calculated total energy, Ha: -1523.758680
Molecular weight, g mol⁻¹: 477.22
Charge: +2